Entry 1:
ORCA calculation (ωB97M-V with the def2-TZVPD basis set) on 3 unconnected molecules or ions with the total composition C25H61N7O7P2 at a distorted geometry.

Results
HOMO-LUMO gap, hartree: 0.2539
Electronic energy, eV: -70241.3378
Structure (SMILES): CCOCCOC[C@@H]1OC(=O)O[C@H]1CCCCCN.CN(C)P(=O)(N(C)C)N(C)C.CN(C)P(=O)(N(C)C)N(C)C
E_HOMO, Eh: -0.2980
2S+1: 1

The geometry in XYZ format:
```
102
C25H61N7O7P2, DFT ωB97M-V with the def2-TZVPD basis set
C -1.61051 3.92564 0.66493
C -1.91290 2.30185 0.74200
O -0.71590 1.45635 0.59010
C -0.27849 0.89641 1.89769
C 0.71475 1.95471 2.71725
O 0.39921 2.06581 4.14972
C -0.25233 3.34139 4.48471
C 0.77971 4.49036 5.08421
O -0.07889 5.71457 4.95420
C 0.33830 6.60843 3.82514
O -0.43352 7.33650 3.00643
O 1.83098 6.50245 3.86912
C 2.00549 5.02856 4.08922
C 3.53001 4.53162 4.54218
C 4.17949 3.78548 3.23486
C 4.75708 4.81743 2.08794
C 4.33504 4.38149 0.56459
C 2.77950 4.70097 0.15659
N 2.46155 6.17473 -0.03228
H -1.97781 4.31765 -0.38263
H -2.24773 4.51447 1.47909
H -0.47269 4.19456 0.74507
H -2.56240 2.06759 1.69188
H -2.60953 2.06569 -0.19470
H -1.15527 0.49300 2.55948
H 0.40281 -0.04254 1.62047
H 0.68344 2.96070 2.12009
H 1.83352 1.54519 2.64305
H -0.84383 3.84414 3.60868
H -1.06040 3.08944 5.32643
H 1.02700 4.47584 6.22909
H 1.77934 4.62213 3.00912
H 3.46508 3.73496 5.40049
H 4.15070 5.49276 4.81583
H 5.07328 3.10553 3.59572
H 3.35374 3.13293 2.72255
H 5.94449 4.72950 2.14109
H 4.50667 5.92762 2.37216
H 5.06740 4.89721 -0.18969
H 4.47028 3.20585 0.47839
H 1.97411 4.22730 0.87207
H 2.60406 4.19539 -0.91050
H 3.12165 6.62625 -0.72435
H 1.52854 6.19241 -0.51705
C 1.07147 -2.26578 -3.27406
N 0.83469 -0.93262 -2.73304
C 0.36224 -1.05827 -1.34687
P 0.21780 0.45192 -3.56583
O 1.05585 1.40917 -2.68329
N 1.25276 0.74134 -4.93516
C 2.07198 -0.27767 -5.57751
C 2.02270 1.99603 -4.94322
N -0.74560 -0.64851 -4.58038
C -1.23024 -0.03048 -5.84250
C -1.98963 -1.07306 -3.89916
H 0.14798 -2.81835 -3.48385
H 1.64820 -2.87626 -2.57235
H 1.67294 -2.26681 -4.18025
H -0.67025 -1.41090 -1.29560
H 0.42157 -0.10941 -0.81774
H 0.98611 -1.76420 -0.77954
H 2.90195 -0.59586 -4.94344
H 2.49718 0.09918 -6.51757
H 1.48049 -1.14328 -5.88653
H 2.89835 1.92649 -4.28308
H 1.40405 2.84149 -4.62503
H 2.37839 2.24386 -5.94770
H -1.78743 0.89163 -5.64107
H -1.88187 -0.72158 -6.39194
H -0.42729 0.20534 -6.54353
H -2.57119 -0.20794 -3.56365
H -1.79002 -1.70362 -3.03213
H -2.61739 -1.68364 -4.55930
C -3.00427 -4.52542 2.39989
N -2.02420 -4.36578 1.33215
C -1.79248 -2.93157 1.10900
P -1.83659 -5.33953 -0.08478
O -0.30754 -5.09610 -0.10141
N -1.61097 -6.98432 0.43840
C -2.07268 -7.51250 1.71510
C -0.31153 -7.61114 0.14567
N -3.59436 -5.61937 -0.06565
C -4.02395 -6.79017 -0.87463
C -4.33547 -4.48791 -0.66771
H -4.02328 -4.25822 2.09592
H -2.75712 -3.89040 3.25626
H -3.03388 -5.52970 2.81640
H -2.63094 -2.45537 0.59593
H -0.89432 -2.75967 0.51944
H -1.63874 -2.40357 2.06136
H -1.50660 -7.10590 2.55556
H -1.97191 -8.60591 1.74423
H -3.14226 -7.34442 1.86466
H 0.45929 -7.27031 0.85069
H 0.01530 -7.38543 -0.87462
H -0.36686 -8.70186 0.21024
H -3.65947 -6.71197 -1.90534
H -5.11802 -6.87231 -0.89436
H -3.68453 -7.74427 -0.46688
H -3.96553 -4.26417 -1.67385
H -4.25845 -3.57973 -0.06899
H -5.40945 -4.70149 -0.72781
```



Entry 2:
ORCA calculation (ωB97M-V with the def2-TZVPD basis set) on a molecular structure, C25H61O27P4V at a distorted geometry.

Results
HOMO-LUMO gap, hartree: 0.1007
Electronic energy, eV: -145038.2133
E_HOMO, Eh: -0.2776
2S+1: 1

The geometry in XYZ format:
```
118
C25H61O27P4V, DFT ωB97M-V with the def2-TZVPD basis set
O -9.15223 1.97929 2.91007
V -7.85475 2.34081 2.01397
O -8.31373 2.86928 0.60372
O -1.55062 0.35227 2.95701
C -2.61989 1.04681 2.99645
O -3.02347 1.75394 2.06714
O -3.35563 0.93391 3.96925
H -1.84838 0.12644 3.84128
C 9.09275 -6.74136 -0.37736
O 8.04486 -6.34222 0.42464
P 6.51886 -6.30319 -0.15019
O 6.35209 -5.38632 -1.27506
O 6.17938 -7.90237 -0.55234
C 5.22520 -8.21805 -1.61930
O 5.62977 -6.02429 1.18087
C 4.53412 -5.14832 1.07708
H 9.82884 -7.21578 0.27164
H 9.53391 -5.82872 -0.77806
H 8.88713 -7.28562 -1.29911
H 5.70199 -8.85759 -2.36210
H 4.61883 -7.36819 -1.93258
H 4.41350 -8.77087 -1.14640
H 4.68282 -4.26579 0.45487
H 4.32629 -4.72980 2.06183
H 3.64776 -5.64153 0.67806
C -4.74858 3.63605 -6.12539
O -4.16958 3.34940 -7.39467
P -4.76044 4.01430 -8.68714
O -4.92868 5.44099 -8.65945
O -3.66754 3.48034 -9.72396
C -3.53118 4.12309 -11.07833
O -6.05135 3.08776 -8.99924
C -7.28867 3.55992 -8.65425
H -5.02035 2.67248 -5.69440
H -5.62679 4.28036 -6.08387
H -4.01740 4.14232 -5.49516
H -2.45702 4.19047 -11.25077
H -3.80444 5.17542 -11.00064
H -4.05288 3.54812 -11.84340
H -7.96121 2.71757 -8.81623
H -7.75537 4.31366 -9.28842
H -7.56224 3.70801 -7.60958
C -0.65566 8.42842 1.43274
O -0.74055 9.78693 1.17053
P -1.76562 10.30616 0.06191
O -3.11540 9.70048 0.17556
O -1.57044 11.89973 0.10619
C -1.27160 12.57634 1.30975
O -1.02632 9.96928 -1.33889
C -1.73471 9.86287 -2.58267
H -1.08147 8.20252 2.41037
H 0.41915 8.28417 1.32289
H -1.18221 7.77088 0.74102
H -0.27015 12.99893 1.22840
H -1.38086 12.03702 2.25065
H -1.88488 13.44791 1.53853
H -1.27803 9.07913 -3.18707
H -1.54504 10.79622 -3.11274
H -2.81924 9.75869 -2.61481
C -8.49026 -5.55391 -3.33569
O -8.10581 -4.76161 -2.19886
P -7.66103 -3.20264 -2.31915
O -7.79697 -2.43507 -1.07953
O -6.17104 -3.30767 -2.89711
C -5.13131 -3.82621 -2.05536
O -8.49344 -2.64447 -3.61872
C -9.88070 -2.61486 -3.53646
H -7.93634 -5.25486 -4.22555
H -9.56436 -5.42829 -3.47216
H -8.33240 -6.58416 -3.01666
H -5.58219 -4.14939 -1.11708
H -4.60504 -2.92857 -1.73070
H -4.55757 -4.63499 -2.50789
H -10.32681 -2.85921 -2.57241
H -10.18833 -3.40940 -4.21628
H -10.21554 -1.62758 -3.85466
O 7.02693 1.33981 -4.97209
C 6.79012 1.15293 -3.74057
O 5.61982 1.09122 -3.09081
C 4.44485 1.34591 -3.79155
C 3.50761 1.89037 -2.67280
C 7.97413 0.73130 -2.91616
H 3.92051 0.54825 -4.31778
H 4.44968 2.12688 -4.55192
H 2.59757 2.32665 -3.08462
H 4.08680 2.61061 -2.09497
H 3.05722 1.18109 -1.97842
H 8.85903 0.50858 -3.51236
H 7.80446 -0.22872 -2.42864
H 8.02078 1.38175 -2.04276
O -0.43289 -7.61363 5.46713
C 0.13064 -7.67139 6.52533
O 1.09024 -8.55343 7.01800
C 1.28860 -9.82173 6.23847
C 1.87939 -10.91291 7.15961
C -0.06000 -6.56327 7.55294
H 1.87514 -9.48000 5.38566
H 0.28024 -10.10255 5.93439
H 2.84413 -10.68039 7.61050
H 2.20648 -11.74855 6.54088
H 1.24475 -11.16913 8.00795
H -1.14107 -6.44007 7.48809
H 0.47319 -5.66210 7.25013
H 0.24410 -6.99672 8.50570
O 7.54294 2.56965 7.72986
C 7.17236 2.45749 8.93179
O 6.12679 1.77029 9.40858
C 5.24260 1.37601 8.36360
C 3.85054 1.92629 8.61571
C 8.03370 2.99558 10.04925
H 5.10014 0.30032 8.26022
H 5.66946 1.47166 7.36523
H 3.33549 1.95600 7.65553
H 3.95056 3.00455 8.74006
H 3.39915 1.40378 9.45911
H 8.44313 2.22860 10.70668
H 7.29464 3.55337 10.62437
H 8.60258 3.89963 9.83210
```



Entry 3:
ORCA calculation (ωB97M-V with the def2-TZVPD basis set) on 8 unconnected molecules or ions with the total composition C25H62BClIO24S7 at a distorted geometry.

Results
HOMO-LUMO gap, hartree: 0.2262
Electronic energy, eV: -173216.3501
E_HOMO, Eh: -0.1720
Net charge: -1
2S+1: 1

The geometry in XYZ format:
```
121
C25H62BClIO24S7, DFT ωB97M-V with the def2-TZVPD basis set
O 1.30366 -3.24965 4.86826
C 1.06524 -3.14845 3.73840
Cl 2.08485 -4.12582 2.57282
C -0.04186 -2.19427 3.24566
B -1.39745 -2.23326 4.24365
O -2.56661 -2.05502 3.32617
C -3.14637 -3.33903 3.05217
C -2.12895 -4.30937 3.81042
I -3.09062 -6.15876 4.48736
O -1.74397 -3.50763 4.88618
H 0.35948 -1.17641 3.10178
H -0.40352 -2.57199 2.26092
H -1.38506 -1.21944 4.89582
H -4.13918 -3.23028 3.53220
H -3.14089 -3.48287 1.95023
H -1.25216 -4.59512 3.19352
O -2.48190 -6.30683 -1.56186
S -1.56033 -5.22632 -1.75314
O -1.45879 -4.15304 -0.81688
O -1.77180 -4.61675 -3.21858
C -3.08601 -4.18630 -3.59833
C -3.43490 -2.84880 -2.97541
C 0.05100 -5.89089 -2.02415
H -3.83018 -4.94577 -3.34595
H -3.07872 -4.09381 -4.68482
H -3.53790 -2.93727 -1.89326
H -4.37780 -2.47188 -3.37513
H -2.65095 -2.11629 -3.16605
H -0.01337 -6.67828 -2.77149
H 0.40365 -6.29628 -1.07736
H 0.70924 -5.09106 -2.35634
O -6.76451 -4.21344 3.29447
S -7.85477 -5.05106 2.90738
O -8.89377 -4.58171 2.03828
O -8.52470 -5.67443 4.22530
C -8.95151 -4.77320 5.25393
C -10.26136 -4.09182 4.90390
C -7.21215 -6.55755 2.25473
H -8.16951 -4.04097 5.46771
H -9.08472 -5.37371 6.15387
H -10.13774 -3.41268 4.06015
H -10.63012 -3.51432 5.75327
H -11.01436 -4.82870 4.61956
H -6.45565 -6.94122 2.93625
H -6.76868 -6.33464 1.28608
H -8.02907 -7.26681 2.13799
O -3.26986 0.36380 -3.73531
S -4.45514 1.14892 -3.93533
O -5.71615 0.54301 -4.23119
O -4.14909 2.27758 -5.03157
C -3.63018 1.86366 -6.30515
C -4.71180 1.28536 -7.19730
C -4.65873 2.22884 -2.55683
H -2.80863 1.15592 -6.17133
H -3.21349 2.75596 -6.77249
H -5.08590 0.34143 -6.80035
H -4.32162 1.10123 -8.19928
H -5.56019 1.96787 -7.26457
H -3.71298 2.72651 -2.35579
H -4.95438 1.62161 -1.70289
H -5.43774 2.95146 -2.78947
O 5.55528 -0.54975 -1.75101
S 6.01530 -1.17248 -0.54138
O 5.86940 -2.57740 -0.32091
O 5.40996 -0.38543 0.71112
C 3.98646 -0.20483 0.78647
C 3.28204 -1.46958 1.23848
C 7.70240 -0.73274 -0.27928
H 3.59169 0.14717 -0.17162
H 3.81137 0.58619 1.51776
H 3.35956 -2.25582 0.48818
H 2.22360 -1.27400 1.41454
H 3.72994 -1.85267 2.15429
H 7.80872 0.34196 -0.40131
H 8.29946 -1.25966 -1.02189
H 7.99308 -1.04167 0.72225
O 2.10293 1.26650 -7.20867
S 2.44279 0.66337 -5.95296
O 2.21757 -0.72686 -5.71016
O 1.77468 1.51324 -4.77542
C 0.35627 1.75043 -4.82656
C -0.43857 0.53333 -4.39830
C 4.12205 1.04045 -5.56477
H 0.06205 2.08627 -5.82446
H 0.15670 2.57278 -4.13902
H -0.32845 -0.27962 -5.11820
H -1.49750 0.77160 -4.31876
H -0.08465 0.16281 -3.43494
H 4.28524 2.10643 -5.70499
H 4.75390 0.46950 -6.24249
H 4.31876 0.74746 -4.53518
O 5.15064 3.26851 2.12631
S 5.92169 3.28864 0.91743
O 6.90341 2.29060 0.63338
O 6.59129 4.73417 0.75561
C 7.38672 5.23789 1.83903
C 8.76267 4.60048 1.87685
C 4.82172 3.40090 -0.45580
H 6.86380 5.10650 2.78938
H 7.48835 6.31029 1.67327
H 8.69898 3.54219 2.13084
H 9.39002 5.09099 2.62247
H 9.24616 4.67152 0.90143
H 4.10012 4.19321 -0.26647
H 4.31416 2.44195 -0.55108
H 5.40061 3.60774 -1.35307
O 2.16361 7.11505 1.75461
S 2.10767 6.49659 3.04783
O 0.92180 6.55021 3.84595
O 3.34328 7.02583 3.92441
C 3.51291 8.44136 4.06782
C 2.54196 9.03020 5.07389
C 2.63617 4.82177 2.91225
H 3.42548 8.93637 3.09753
H 4.53413 8.59557 4.41727
H 1.51597 8.97199 4.71036
H 2.77643 10.07924 5.26206
H 2.58395 8.48094 6.01535
H 3.56136 4.78963 2.34777
H 1.85672 4.26827 2.39085
H 2.77687 4.41437 3.91075
```



- What is the formula in the first record?
  C25H61N7O7P2



- Which of these has the lowest electronic energy?
  C25H62BClIO24S7



- Look up the 2S+1 of the third one.
  1



- Which of these has the highest electronic energy?
  C25H61N7O7P2